# 1
Formula: C23H26O5
Source: OMol25
Level of theory: ωB97M-V with the def2-TZVPD basis set

Energy relative to the best compared isomer or geometry (same formula, charge and spin)   75.6 kcal/mol
Frontier orbital gap   6.9357 eV
F_max   4.09 eV Å⁻¹
2S+1   1

```
54
Properties=species:S:1:pos:R:3:mulliken_charge:R:1
O -0.476 0.589 -3.333 -0.520
O -0.665 1.715 -0.904 -0.555
O -1.564 -1.845 -3.941 -0.510
O -2.369 -3.501 -1.841 -0.708
O 0.682 1.311 1.685 -0.044
C -2.026 -1.749 -0.315 0.163
C 4.705 0.224 0.490 -0.591
C -2.506 -1.462 2.041 -1.159
C -1.484 -1.447 -2.667 0.226
C -0.900 -0.228 -2.284 -0.290
C -0.306 -2.190 -4.664 -0.659
C -1.988 -2.338 -1.617 0.157
C 3.241 -1.608 -0.145 -0.661
C 1.507 0.459 2.492 -0.950
C -1.658 -0.329 1.528 1.289
C 2.565 -0.049 1.564 0.301
C 0.680 1.262 -1.060 -0.956
C 4.453 -0.917 -0.291 -0.457
C -1.055 2.948 1.546 -1.693
C -2.715 -2.405 0.815 -0.867
C 3.755 0.660 1.414 -0.349
C 2.295 -1.177 0.785 -0.144
C -1.370 -0.548 0.096 1.188
C -0.209 2.326 3.748 -2.205
C -0.504 1.781 2.353 2.147
C -1.447 0.644 2.442 -1.635
C -1.507 1.332 -4.044 -0.783
C -0.707 0.187 -0.916 1.499
H 0.916 -0.373 2.924 0.434
H 0.070 1.524 4.447 0.480
H 5.641 0.770 0.371 0.385
H 3.913 1.552 2.021 0.388
H 0.174 -1.264 -5.043 0.227
H -3.802 -2.599 0.642 0.303
H -1.537 2.616 0.627 0.278
H 1.138 0.554 -1.853 0.218
H -0.966 1.869 -4.824 0.300
H -1.131 2.792 4.131 0.537
H 0.384 -2.734 -3.991 0.266
H -3.490 -1.129 2.436 0.314
H 5.197 -1.265 -1.020 0.374
H 0.577 3.101 3.723 0.384
H 1.352 -1.702 0.923 0.334
H -1.809 3.470 2.149 0.450
H 3.028 -2.489 -0.754 0.412
H -0.257 3.659 1.291 0.375
H 1.398 1.941 -0.462 0.285
H -2.259 -3.395 1.049 0.251
H -0.660 -2.831 -5.484 0.270
H -2.235 0.628 -4.478 0.299
H -2.007 0.577 3.386 0.253
H 1.947 1.041 3.322 0.491
H -2.021 2.048 -3.372 0.243
H -1.990 -2.005 2.862 0.216
```

---

# 2
Formula: C2HN3O2
Source: OMol25
Level of theory: ωB97M-V with the def2-TZVPD basis set

Energy relative to the best compared isomer or geometry (same formula, charge and spin)   89.4 kcal/mol
Frontier orbital gap   9.5092 eV
F_max   6.19 eV Å⁻¹
2S+1   1

```
8
Properties=species:S:1:pos:R:3:mulliken_charge:R:1
O -2.167 -1.796 0.094 -0.469
O 1.878 3.051 -1.055 -0.321
N 0.647 1.358 0.012 -0.214
N 0.063 0.174 -0.306 0.063
N -0.265 -0.567 0.639 -0.189
C 1.245 2.150 -0.703 0.581
C -0.929 -1.751 0.421 0.251
H -0.472 -2.619 0.897 0.297
```

---

# 3
Formula: C25H27N4O
Source: OMol25
Level of theory: ωB97M-V with the def2-TZVPD basis set

Energy relative to the best compared isomer or geometry (same formula, charge and spin)   0.0 kcal/mol
Net charge   +1
Frontier orbital gap   6.5388 eV
F_max   1.86 eV Å⁻¹
2S+1   1

```
57
Properties=species:S:1:pos:R:3:mulliken_charge:R:1
O 2.006 5.210 3.220 -0.565
N 0.434 1.004 0.478 0.365
N 2.104 -2.789 -1.365 0.038
N 1.713 3.017 3.892 -0.165
N -5.340 -1.374 -1.777 0.099
C -2.364 0.748 -1.326 -0.628
C -3.656 0.359 -1.654 -0.773
C -3.142 -1.887 -0.836 -0.705
C 0.041 0.257 -0.754 0.790
C 2.449 -0.559 -1.108 0.271
C -6.479 -0.618 -1.298 -1.020
C -4.053 -0.989 -1.448 0.272
C 1.030 -0.832 -0.990 -0.511
C 0.581 2.351 0.428 -0.106
C 4.456 -1.936 -1.548 -0.938
C 1.380 2.401 2.688 0.815
C 2.380 4.640 5.544 -1.261
C 1.034 3.081 1.515 -0.689
C 2.022 4.357 4.101 0.741
C 4.606 0.489 -1.336 -0.939
C 3.220 0.599 -1.115 -0.277
C 0.886 0.323 1.569 0.033
C -5.681 -2.704 -2.237 -1.182
C 5.219 -0.757 -1.556 -0.648
C -1.896 -1.430 -0.398 -0.551
C 2.300 -4.178 -1.723 -0.971
C 0.874 -2.202 -1.182 -0.626
C 3.094 -1.805 -1.320 0.135
C -1.447 -0.166 -0.786 -0.166
C 1.335 0.994 2.678 -1.063
H 1.849 -4.834 -0.967 0.327
H -1.250 -2.080 0.206 0.874
H 1.832 -4.406 -2.693 0.331
H 1.677 0.426 3.542 0.344
H 3.236 4.038 5.890 0.349
H 6.290 -0.809 -1.753 0.396
H -4.833 -3.166 -2.754 0.366
H -6.001 -3.350 -1.404 0.380
H -6.144 0.352 -0.913 0.379
H -7.200 -0.477 -2.116 0.294
H -3.420 -2.929 -0.670 0.438
H 1.133 4.154 1.426 0.550
H -7.000 -1.175 -0.497 0.286
H 5.223 1.391 -1.356 0.387
H -2.043 1.776 -1.519 0.364
H -0.032 -2.796 -1.195 0.799
H 3.372 -4.367 -1.786 0.312
H 0.154 0.979 -1.573 0.796
H 0.962 -0.760 1.509 0.414
H 0.375 2.799 -0.544 0.426
H -4.352 1.053 -2.132 0.474
H 1.797 2.412 4.707 0.240
H 1.526 4.435 6.207 0.339
H -6.534 -2.618 -2.926 0.347
H 2.748 1.568 -0.958 0.418
H 2.636 5.698 5.621 0.345
H 4.893 -2.918 -1.709 0.255
```

---

# 4
Formula: C5H10O
Source: OMol25
Level of theory: ωB97M-V with the def2-TZVPD basis set

Energy relative to the best compared isomer or geometry (same formula, charge and spin)   97.9 kcal/mol
Frontier orbital gap   9.2732 eV
F_max   4.72 eV Å⁻¹
2S+1   1

```
16
Properties=species:S:1:pos:R:3:mulliken_charge:R:1
O 1.330 0.731 0.750 -0.395
C -1.475 -1.083 0.709 -1.397
C -0.066 -0.695 -0.498 0.153
C 1.190 -0.617 0.339 -0.603
C -0.206 0.728 -0.997 -0.653
C 0.870 1.568 -0.307 -0.373
H 2.050 -0.941 -0.267 0.266
H -1.396 -0.564 1.688 0.324
H -0.216 -1.494 -1.208 0.456
H -1.321 -2.147 0.856 0.435
H 1.719 1.877 -0.950 0.262
H 1.109 -1.235 1.232 0.370
H -1.012 0.294 -0.209 0.111
H -0.566 0.981 -2.000 0.415
H -2.521 -0.931 0.351 0.388
H 0.476 2.480 0.160 0.241
```

---

Question: What is the 2S+1 in the second record?
Answer: 1